1.
This record from OMol25 describes a 3-piece molecular cluster, C3H11NO3 overall. The level of theory is the ωB97M-V functional and the def2-TZVPD basis.

Atoms and positions in Å:
O1 -2.13384 2.39327 -0.53807
C1 -1.27697 1.42690 -0.62975
C2 -0.01743 1.48994 -1.43295
C3 -0.13479 0.73802 -2.79866
N1 1.18941 0.96389 -0.66437
H1 -1.62479 0.39342 -0.38884
H2 0.29295 2.53170 -1.58610
H3 0.74446 0.11863 -3.01172
H4 -0.99115 0.06898 -2.72070
H5 -0.34295 1.35861 -3.67789
H6 1.17445 -0.05635 -0.62114
H7 2.00564 1.15014 -1.24010
H8 -1.05009 -1.87523 0.26467
H9 -0.51785 -0.53907 0.91291
O2 -0.39813 -1.49881 0.87531
H10 1.63890 -3.17843 4.17621
H11 2.75608 -4.08618 3.70269
O3 2.14190 -3.96146 4.43350

Cartesian forces, eV/Å:
0.4 -0.1 -0.2
-0.5 0.1 0.5
1.2 -0.2 0.0
-0.2 -0.2 0.1
-0.2 -0.2 -0.2
0.0 0.1 -0.3
-0.6 0.0 -0.1
0.1 0.1 -0.1
0.0 -0.2 0.0
0.1 0.2 0.2
-0.3 0.1 0.1
0.1 0.1 -0.1
0.2 0.7 0.3
-0.3 0.2 -0.4
0.2 -0.9 0.1
0.0 -0.1 0.0
0.0 0.0 0.0
0.0 0.1 -0.1

Summary:
Charge: -1
Molecular weight in g mol⁻¹: 109.12
HOMO level (alpha / beta) in eV: -0.07 / -3.33
2S+1: 2
DFT total energy in Eh: -401.3234
Largest force on an atom in eV/Å: 1.20
Energy above the lowest of the compared OMol25 structures with the same formula, charge and spin in kJ/mol: 85.7

***

2.
This record from OMol25 describes a 2-piece molecular cluster, C9H14O overall. The level of theory is the ωB97M-V functional and the def2-TZVPD basis.

Atoms and positions in Å:
C1 1.32627 0.20694 2.54654
C2 0.85519 -0.35123 1.27206
C3 1.43227 0.08731 0.08693
C4 1.02334 -0.42440 -1.18453
C5 0.03607 -1.39886 -1.11766
O1 -0.44963 -1.78713 -2.38983
C6 -0.73604 -1.73904 -0.00651
C7 -0.30653 -1.17528 1.17179
H1 2.41941 0.30876 2.50370
H2 1.09200 -0.57355 3.28870
H3 0.95640 1.18551 2.86867
H4 2.36894 0.64157 0.10201
H5 1.35120 -0.25192 -2.20986
H6 0.12704 -2.46696 -2.76198
H7 -1.68174 -2.26037 -0.05980
H8 -0.70081 -1.47399 2.13988
C8 -1.46170 3.13697 0.35211
C9 -1.17822 2.19781 -0.83512
H9 -1.65574 2.42898 1.18972
H10 -0.74456 3.89398 0.63528
H11 -2.48431 3.50056 0.39266
H12 -2.14351 1.84060 -1.20727
H13 -0.54880 1.41532 -0.46987
H14 -0.62248 2.79410 -1.56954

Cartesian forces, eV/Å:
0.9 -0.8 1.2
-1.6 0.5 -2.2
1.1 -1.0 -1.8
-0.5 -1.2 2.3
-1.4 0.7 -2.2
0.1 -0.6 0.4
0.8 1.0 0.1
1.5 0.1 1.5
-0.2 -0.1 0.2
0.2 0.7 0.3
-0.4 -0.3 -0.3
-0.4 0.4 0.2
0.5 0.6 0.6
-0.1 0.1 0.1
0.3 -0.4 -0.2
-0.5 0.1 -0.2
-1.6 -2.0 1.4
-0.1 2.0 0.3
1.0 0.4 0.2
0.2 0.0 -0.1
0.0 1.0 -0.9
0.5 -0.2 -0.2
0.1 -0.6 -0.2
-0.3 -0.5 -0.4

Summary:
Molecular weight in g mol⁻¹: 138.21
HOMO level in eV: -8.82
DFT total energy in Eh: -426.5254
Largest force on an atom in eV/Å: 2.87
Energy above the lowest of the compared OMol25 structures with the same formula, charge and spin in kJ/mol: 124.3

***

3.
This record from OMol25 describes C37H40Br2MnN4OP2S2 as an isolated structure. The level of theory is the ωB97M-V functional and the def2-TZVPD basis.

Atoms and positions in Å:
Mn1 -0.01742 -1.11806 0.67557
C1 -2.02731 -3.63918 -1.84351
P1 -1.60604 -2.04792 -2.66123
C2 -2.81073 -2.08335 -4.05451
C3 -0.04767 -2.54451 -3.51945
C4 -0.11195 -3.18778 -4.75222
C5 1.01792 -3.62269 -5.41924
C6 2.25623 -3.42222 -4.84739
C7 2.34721 -2.77090 -3.63046
C8 1.22152 -2.31453 -2.94491
P2 1.47448 -1.34929 -1.37550
C9 3.24559 -1.59573 -1.02406
C10 1.52690 0.32907 -2.11275
H1 -1.95597 -4.47258 -2.54972
H2 -3.04055 -3.57974 -1.44078
H3 -1.34480 -3.81048 -1.00977
H4 -2.92917 -3.06441 -4.51465
H5 -2.53046 -1.36022 -4.81911
H6 -3.77824 -1.78200 -3.64728
H7 -1.07298 -3.34894 -5.21255
H8 0.92881 -4.11439 -6.37621
H9 3.15212 -3.76654 -5.34347
H10 3.32645 -2.63054 -3.20930
H11 3.86633 -1.25443 -1.85019
H12 3.45383 -2.64200 -0.80635
H13 3.48283 -0.99277 -0.15404
H14 1.98715 0.99827 -1.38747
H15 2.10619 0.34040 -3.03860
H16 0.51074 0.66574 -2.31924
Br1 4.10818 1.86736 1.59985
C11 2.45159 1.84325 2.52209
C12 2.25281 2.73360 3.59021
C13 1.10663 2.68126 4.33238
Br2 0.87142 3.90991 5.75580
C14 0.11073 1.70071 4.06319
C15 -1.07951 1.52208 4.80343
C16 -1.94659 0.51999 4.45977
C17 -1.64181 -0.31310 3.36725
N1 -0.55012 -0.15991 2.64590
C18 0.32365 0.83245 2.98026
C19 1.49564 0.91235 2.14865
O1 1.62527 0.06734 1.17070
H17 3.02221 3.45540 3.82151
H18 -1.28440 2.17450 5.64041
H19 -2.85968 0.35487 5.01274
H20 -2.30962 -1.11135 3.07864
C20 0.39497 5.86196 -1.43596
C21 0.56722 4.83461 -0.31227
C22 0.59676 5.55235 1.04409
C23 1.90158 4.12700 -0.51833
C24 -0.59875 3.84878 -0.30437
C25 -1.91429 4.34033 -0.38398
C26 -3.01482 3.51854 -0.33999
C27 -2.81214 2.15211 -0.19675
S1 -3.97325 0.87510 -0.04585
C28 -2.66737 -0.25454 0.12348
N2 -1.46844 0.26087 0.06359
C29 -1.51506 1.63619 -0.11029
C30 -0.40832 2.48498 -0.16704
C31 -2.85964 -1.64735 0.46607
C32 -4.12481 -2.22821 0.44588
C33 -4.27450 -3.51761 0.91338
C34 -3.16197 -4.18493 1.41168
C35 -1.90534 -3.59170 1.40121
C36 -1.68906 -2.29851 0.90431
H21 1.25888 6.52752 -1.46089
H22 -0.48698 6.48140 -1.29967
H23 0.31772 5.37096 -2.40491
H24 1.43404 6.24849 1.08473
H25 0.70867 4.83502 1.85755
H26 -0.31977 6.11380 1.21296
H27 2.70315 4.86468 -0.57468
H28 1.91019 3.54834 -1.44154
H29 2.13498 3.46025 0.30435
H30 -2.07591 5.40254 -0.47843
H31 -4.00832 3.93203 -0.40641
H32 0.57027 2.05069 -0.09068
H33 -4.98369 -1.68798 0.07092
H34 -5.24330 -3.99574 0.90125
H35 -3.27503 -5.18662 1.80219
H36 -1.07189 -4.16362 1.78870
N3 3.28603 -1.88522 2.54281
C37 2.76863 -3.08206 2.31615
N4 3.43100 -4.15162 2.80786
S2 1.35057 -3.31144 1.44178
H37 4.16519 -1.76695 3.01795
H38 2.84092 -1.08470 2.06936
H39 4.20011 -4.04860 3.44581
H40 2.98434 -5.05014 2.72963

Cartesian forces, eV/Å:
0.7 0.1 1.3
0.2 -0.2 -0.4
0.2 0.2 0.1
-0.1 0.0 0.1
0.1 -0.1 0.2
-0.1 0.1 0.0
0.0 0.0 -0.1
0.1 0.0 0.0
-0.1 -0.1 0.1
0.0 -0.1 0.0
-1.1 0.1 -0.3
0.0 -0.1 0.0
0.1 0.0 -0.1
0.0 0.0 0.0
0.1 0.0 -0.1
-0.1 0.0 -0.2
0.0 0.0 0.0
0.0 0.0 0.0
0.0 0.0 0.0
-0.1 -0.1 -0.1
0.0 -0.1 -0.1
0.1 0.0 0.0
0.2 0.0 0.0
0.0 0.0 0.0
0.0 0.0 0.0
0.0 0.1 0.1
0.0 0.1 0.0
0.0 0.0 0.0
0.0 0.0 0.0
0.0 0.0 0.0
-0.1 -0.1 0.0
-0.2 0.0 0.1
0.0 -0.1 -0.1
0.0 0.0 0.0
0.0 0.2 0.1
-0.1 -0.1 0.0
0.2 0.1 0.0
0.3 0.2 -0.1
-0.1 -0.2 -0.2
-0.1 -0.2 -0.2
0.0 -0.3 0.0
0.1 0.1 -0.2
0.0 0.0 0.0
0.0 0.0 0.0
0.0 0.0 0.0
0.0 -0.1 -0.1
0.1 0.0 0.0
-0.1 0.0 0.0
0.0 0.0 -0.1
0.0 0.1 -0.1
0.0 0.0 0.0
0.1 0.1 0.0
0.0 -0.1 0.0
0.2 0.1 0.0
0.1 0.0 -0.1
0.2 0.3 -0.1
-0.1 -0.1 0.1
-0.1 0.0 0.0
-0.3 0.1 0.0
0.0 0.0 0.1
0.0 -0.1 0.2
-0.1 0.0 0.0
0.1 0.0 0.1
-0.1 0.1 0.2
0.1 -0.2 -0.5
0.0 0.0 0.0
-0.1 0.1 0.0
0.0 -0.1 -0.1
0.1 0.1 0.0
0.0 -0.1 0.1
-0.1 0.1 0.0
0.0 0.0 0.0
0.0 0.0 -0.1
0.0 -0.1 0.1
0.0 0.1 0.0
-0.1 0.0 0.0
0.2 -0.1 0.0
-0.1 0.1 0.0
-0.1 0.0 0.0
0.0 -0.1 0.0
0.0 0.0 0.0
-0.1 0.9 -0.2
-0.1 -0.4 0.0
-0.1 -0.1 0.0
-0.3 0.2 -0.1
0.0 0.0 0.0
0.2 -0.3 0.2
0.0 0.0 0.0
0.1 0.1 0.0

Summary:
Molecular weight in g mol⁻¹: 897.58
HOMO level (alpha / beta) in eV: -7.36 / -7.07
2S+1: 2
DFT total energy in Eh: -9506.4099
Largest force on an atom in eV/Å: 1.45
Energy above the lowest of the compared OMol25 structures with the same formula, charge and spin in kJ/mol: 122.6